[1]
Below is a 8-piece molecular cluster, C30H61Cl14NOP overall, with properties calculated with ωB97M-V/def2-TZVPD.

```
108
Properties=species:S:1:pos:R:3:forces:R:3
C 2.097 1.995 -0.170 0.100 -0.143 0.031
C 0.834 1.783 -1.015 -0.005 0.087 0.035
C 0.302 3.123 -1.550 0.025 0.010 0.207
C 1.096 0.762 -2.132 0.201 0.050 -0.027
C 1.000 -0.703 -1.667 0.158 0.027 -0.027
C 0.134 -1.619 -2.556 -0.139 0.198 -0.025
P 0.453 -3.353 -1.891 -0.070 0.201 0.001
C -0.154 -3.192 -0.171 0.078 -0.158 0.197
C -0.934 -4.299 -2.621 0.030 -0.188 -0.199
C -1.355 -1.196 -2.374 0.097 0.012 0.011
C -2.199 -0.768 -3.596 -0.022 0.137 -0.144
C -3.646 -1.213 -3.394 -0.079 0.015 0.117
C -2.248 0.756 -3.764 -0.065 -0.068 0.040
N -1.684 -1.457 -4.814 0.116 -0.288 0.290
O -2.195 -2.614 -5.016 -0.056 0.114 -0.118
C -0.250 -1.324 -5.213 -0.074 0.080 -0.082
C 0.052 0.069 -5.791 -0.099 -0.003 -0.054
C -0.013 -2.333 -6.339 0.041 -0.077 -0.033
C 0.684 -1.646 -4.016 0.074 0.053 0.047
H 2.721 2.783 -0.599 0.009 -0.034 0.015
H 1.855 2.272 0.858 -0.007 0.107 -0.025
H 2.706 1.087 -0.136 -0.078 -0.025 0.097
H 0.085 1.360 -0.340 -0.109 -0.035 -0.204
H -0.146 3.027 -2.541 -0.014 -0.019 0.031
H 1.099 3.866 -1.603 -0.029 -0.045 -0.150
H -0.457 3.543 -0.886 0.026 -0.002 -0.002
H 2.102 0.942 -2.531 -0.091 0.078 -0.115
H 0.409 0.949 -2.959 -0.049 -0.101 0.118
H 2.001 -1.139 -1.574 -0.020 0.022 -0.023
H 0.568 -0.713 -0.664 0.048 -0.048 0.035
H -1.050 -2.573 -0.055 0.076 -0.014 -0.058
H 0.645 -2.780 0.447 -0.110 0.017 0.092
H -0.385 -4.189 0.210 0.115 0.052 -0.044
H -0.765 -5.354 -2.395 -0.053 -0.002 -0.019
H -0.914 -4.176 -3.706 -0.065 -0.088 0.024
H -1.932 -4.022 -2.274 0.066 0.056 0.026
H -1.398 -0.377 -1.651 -0.012 -0.044 -0.003
H -1.888 -2.026 -1.911 -0.040 0.080 0.003
H -4.215 -1.101 -4.317 0.012 -0.013 0.015
H -3.713 -2.249 -3.067 -0.006 -0.003 -0.101
H -4.103 -0.576 -2.632 0.043 -0.036 0.023
H -2.595 1.188 -2.823 -0.015 -0.023 -0.037
H -2.965 1.030 -4.540 0.077 -0.017 -0.056
H -1.297 1.216 -3.990 0.096 0.039 -0.054
H -0.777 0.424 -6.406 0.008 0.003 0.011
H 0.934 -0.004 -6.429 -0.022 -0.001 0.038
H 0.281 0.815 -5.038 -0.047 0.042 0.061
H -0.815 -2.287 -7.075 0.057 0.054 -0.027
H 0.041 -3.353 -5.965 -0.098 0.003 -0.013
H 0.932 -2.097 -6.832 0.016 -0.047 0.060
H 1.112 -2.637 -4.193 0.000 0.020 -0.043
H 1.531 -0.957 -4.077 -0.002 -0.045 0.017
Cl -1.029 -0.041 1.664 0.002 0.016 0.040
C -1.262 -0.623 3.338 -0.004 0.004 0.036
C -2.419 -1.581 3.445 -0.014 -0.014 -0.055
Cl -3.994 -0.782 3.175 0.000 0.000 -0.016
H -1.399 0.253 3.964 -0.029 0.001 -0.011
H -0.343 -1.127 3.630 0.005 0.004 -0.012
H -2.444 -2.012 4.444 -0.010 0.010 0.000
H -2.336 -2.380 2.715 0.037 0.012 0.054
Cl 1.532 6.566 -2.154 0.028 0.064 -0.051
C 0.563 7.884 -1.436 -0.015 0.039 0.004
C 0.608 7.860 0.070 0.001 0.022 0.044
Cl -0.237 6.441 0.742 0.010 -0.005 -0.006
H -0.453 7.774 -1.804 0.006 -0.025 -0.005
H 0.978 8.822 -1.801 0.024 -0.010 0.013
H 0.109 8.747 0.458 -0.018 -0.013 -0.002
H 1.631 7.838 0.435 0.013 -0.022 -0.013
Cl 3.534 -0.613 4.531 -0.007 -0.002 -0.009
C 3.197 0.710 3.380 0.019 0.017 -0.037
C 2.649 1.933 4.070 0.030 -0.054 -0.068
Cl 1.010 1.640 4.716 0.014 0.069 0.059
H 2.500 0.327 2.640 -0.024 0.001 -0.032
H 4.138 0.960 2.893 0.005 -0.004 0.015
H 2.569 2.751 3.356 -0.016 -0.009 -0.007
H 3.288 2.234 4.894 -0.112 -0.008 0.056
Cl -4.823 -6.860 1.283 0.004 -0.025 -0.026
C -4.718 -5.081 1.178 -0.054 0.037 0.040
C -3.333 -4.621 0.806 0.030 0.076 -0.027
Cl -2.151 -4.936 2.108 -0.095 -0.167 0.075
H -5.027 -4.679 2.140 0.012 -0.012 0.008
H -5.425 -4.764 0.414 0.013 -0.017 -0.015
H -3.344 -3.544 0.636 0.001 0.002 0.012
H -2.970 -5.119 -0.090 -0.002 -0.012 0.007
Cl 4.949 2.132 8.505 -0.003 -0.005 0.002
C 6.589 2.394 7.859 0.021 0.002 0.003
C 6.624 3.516 6.852 -0.011 -0.008 0.034
Cl 5.740 3.088 5.362 0.098 0.061 -0.051
H 6.920 1.458 7.416 -0.008 -0.001 -0.001
H 7.233 2.643 8.701 -0.013 0.002 0.006
H 7.652 3.725 6.566 -0.002 -0.022 -0.014
H 6.169 4.419 7.251 -0.010 -0.005 -0.005
Cl -6.931 -6.758 5.225 0.004 0.012 -0.006
C -6.532 -8.319 4.458 0.056 -0.019 -0.019
C -7.731 -9.224 4.350 -0.010 0.000 -0.031
Cl -8.289 -9.805 5.942 -0.002 0.002 0.002
H -5.740 -8.779 5.044 -0.018 0.010 0.026
H -6.154 -8.093 3.463 -0.015 0.014 -0.005
H -7.467 -10.103 3.764 0.002 -0.004 0.010
H -8.567 -8.715 3.877 -0.004 0.002 0.013
Cl 5.559 5.303 0.265 -0.010 0.003 -0.001
C 5.315 6.568 -0.970 -0.008 -0.023 -0.030
C 5.613 7.946 -0.439 0.029 0.001 -0.012
Cl 4.430 8.463 0.794 -0.010 0.026 0.005
H 4.288 6.493 -1.317 -0.021 -0.002 0.014
H 5.991 6.346 -1.794 0.011 -0.006 0.013
H 5.563 8.667 -1.254 -0.022 0.002 0.007
H 6.596 7.992 0.022 -0.006 -0.013 0.009
```
Forces are in eV/Å.

* E_HOMO (alpha / beta): -0.293 / -0.307 Eh
* E: -8093.67465 a.u.
* spin multiplicity: 2
* Kohn-Sham gap (alpha / beta): 8.41 / 8.81 eV
* charge: 0
* <S²>: 0.75

Mulliken atomic charge list, values in e, 6 entries:
1 C -1.5922
2 C 2.2020
3 C -1.1245
4 C 0.1423
5 C -2.7379
6 C 4.1747

[2]
Below is C5H7NO as an isolated structure at a distorted geometry, with properties calculated with ωB97M-V/def2-TZVPD.

```
14
Properties=species:S:1:pos:R:3:forces:R:3
O 1.479 2.235 -0.231 -0.032 -1.032 -0.464
C 1.513 1.210 -0.758 0.079 1.209 0.319
C 1.568 -0.812 0.333 -0.278 -0.854 0.205
N 0.248 -0.699 0.080 0.547 0.925 -0.151
C -0.797 -0.102 0.940 -0.033 0.127 0.195
C -1.568 0.279 -0.354 -0.209 0.034 0.029
C -0.345 -0.254 -1.051 -0.412 -0.510 -0.172
H 2.149 -1.350 -0.406 0.015 0.228 0.000
H 1.860 -0.921 1.369 -0.097 -0.041 0.028
H -0.404 0.748 1.510 -0.074 -0.155 -0.088
H -1.280 -0.822 1.608 0.155 0.092 -0.187
H -1.745 1.356 -0.473 0.081 -0.229 0.033
H -2.514 -0.253 -0.508 0.157 0.054 0.051
H -0.163 -0.613 -2.058 0.101 0.151 0.200
```
Forces are in eV/Å.

* E_HOMO: -0.268 Eh
* E: -324.58208 a.u.
* Kohn-Sham gap: 8.34 eV
* charge: 0

Mulliken atomic charge list, values in e, 6 entries:
1 O -0.2888
2 C 0.1417
3 C -0.5614
4 N 0.0221
5 C -0.5094
6 C -0.4301

[3]
Below is a 2-piece molecular cluster, C12H17N overall at a distorted geometry, with properties calculated with ωB97M-V/def2-TZVPD.

```
30
Properties=species:S:1:pos:R:3:forces:R:3
C 1.212 3.488 0.772 -0.511 -1.491 0.586
C 2.060 2.196 0.605 0.003 0.616 0.243
C 1.038 4.323 -0.472 0.333 0.440 -0.331
H 0.231 3.101 1.058 -0.233 0.245 -0.032
H 1.539 3.997 1.680 0.172 0.516 -0.368
H 1.440 1.310 0.705 -0.056 -0.135 -0.291
H 1.855 5.031 -0.637 0.059 -0.069 0.101
H 1.013 3.685 -1.360 -0.187 0.025 0.126
H 2.787 2.138 1.403 0.365 -0.082 0.133
H 2.596 2.173 -0.339 0.023 -0.086 -0.142
H 0.118 4.909 -0.437 0.001 -0.022 -0.031
C 0.687 -4.176 0.082 -0.597 -0.712 0.130
C -1.230 -0.986 0.431 0.346 0.381 -0.336
C -0.748 -2.024 -0.377 -0.946 -0.966 0.273
C -0.118 -2.997 0.494 0.750 0.627 -0.317
C -0.176 -2.464 1.734 -0.023 0.392 0.191
C -1.978 0.086 -0.070 0.801 -1.022 0.813
C -2.381 -0.042 -1.371 -0.334 0.728 -0.602
C -1.964 -1.101 -2.207 -0.119 0.523 0.461
C -1.154 -2.092 -1.715 0.582 0.132 -0.308
N -0.853 -1.250 1.719 0.612 -0.618 0.879
H -2.093 0.870 0.663 -0.833 0.539 -0.493
H -3.026 0.706 -1.820 0.125 0.125 0.082
H -0.710 -0.633 2.507 -0.516 0.232 -0.484
H -2.262 -1.036 -3.241 -0.035 -0.323 -0.121
H 0.241 -2.803 2.669 0.030 -0.178 -0.039
H -0.754 -2.856 -2.372 -0.162 -0.131 0.056
H 0.991 -4.760 0.954 0.334 0.238 -0.059
H 1.528 -3.913 -0.549 0.369 0.178 0.132
H 0.113 -4.882 -0.508 -0.352 -0.104 -0.254
```
Forces are in eV/Å.

* E_HOMO: -0.291 Eh
* E: -522.19398 a.u.
* Kohn-Sham gap: 8.76 eV
* SMILES: Cc1c[nH]c2ccccc12.CCC
* charge: 0

Mulliken atomic charge list, values in e, 6 entries:
1 C -0.1051
2 C -0.8626
3 C -1.2020
4 H 0.1346
5 H 0.3557
6 H 0.0797